1.
Below is a structure of composition C45H55N5O7PRhS, with properties calculated with ωB97M-V with the def2-TZVPD basis set.

Computed properties:
Total charge: -2
Electronic energy in eV: -92470.60481
F_max in eV/Å: 0.59
Gap between HOMO and LUMO (spin up / spin down) in eV: 4.8 / 6.6
E_LUMO (spin up / spin down) in eV: 4.2660 / 4.2645
2S+1: 5

Last column: Mulliken charge in e.
Cartesian coordinates (Å):
C: 4.13 -2.63 -1.79  -1.279
H: 1.57 0.07 4.28  0.345
C: -3.45 -1.39 -0.58  -0.317
C: -1.70 4.04 -1.35  -0.813
C: -1.50 5.35 -1.18  -0.871
C: -2.20 0.70 -1.22  -0.367
H: -2.59 -6.70 1.12  0.364
C: 0.08 -4.49 -3.04  0.079
H: 3.20 -4.96 -0.25  0.114
H: 4.02 -4.51 1.25  0.387
H: -4.47 -1.04 -0.78  0.328
C: 3.93 5.11 -3.03  -0.554
H: -1.96 3.65 -2.33  0.436
C: 4.88 -1.56 -1.34  -0.836
H: -4.00 3.20 2.39  0.525
H: -4.19 -3.30 4.08  0.435
H: -2.65 4.34 2.23  0.248
H: 1.99 -3.09 0.90  -0.287
H: -2.00 -3.69 1.20  -0.816
C: -1.57 3.04 -0.20  4.813
H: -1.70 0.10 -1.98  1.263
H: -3.41 -3.37 2.50  -0.087
C: -0.67 5.06 1.06  -1.637
C: 1.21 1.73 -1.11  -0.667
C: 3.10 -4.94 0.84  -1.325
O: -1.45 -4.88 -0.40  -0.355
C: -1.13 5.90 0.14  2.031
H: 1.82 -4.09 2.35  0.413
H: 2.80 6.55 -1.16  0.330
C: 2.89 4.68 -2.22  1.039
C: -2.98 3.32 2.03  -1.507
C: -1.36 -1.49 3.30  -0.286
H: 1.74 -5.48 -4.01  0.288
H: -4.26 -1.92 2.96  0.074
C: -3.63 -2.72 3.35  -0.824
H: 2.65 1.51 -3.41  0.472
H: -0.37 5.44 2.04  0.222
C: -1.08 -2.07 6.04  -1.067
H: -1.38 -5.90 2.13  0.216
C: 4.27 -0.38 -0.96  1.408
H: -3.58 0.94 -2.93  0.445
O: -3.80 -2.80 -2.45  -0.867
H: 6.17 0.46 -0.42  0.396
H: 0.56 0.69 2.95  -0.095
H: -3.51 -2.10 0.25  0.041
H: -1.01 -4.49 -3.04  0.384
H: -5.13 2.47 -1.96  0.394
H: -0.97 -2.30 7.10  0.393
C: -3.40 1.30 -1.92  -1.429
H: -2.28 7.72 0.19  0.320
N: 1.33 2.98 -1.56  -0.144
H: 3.00 -5.97 1.20  0.359
O: -1.70 -2.16 -2.05  -0.867
H: 3.16 1.71 -0.88  0.225
H: 1.50 -0.75 2.70  0.075
C: 4.06 2.97 -4.09  -0.741
C: -2.37 -2.19 3.99  0.946
H: 2.17 -3.39 -2.05  0.660
C: -4.09 2.68 -0.04  -0.711
C: -2.33 -4.60 0.69  0.693
H: -2.36 2.65 2.61  0.166
O: -0.28 -0.94 1.31  -0.460
C: 3.02 2.52 -3.29  -0.234
H: 4.60 -3.54 -2.12  0.404
H: 1.22 5.80 -1.47  0.092
C: -0.11 -1.37 5.36  -0.949
H: -0.47 3.00 1.68  -0.040
H: 4.50 2.30 -4.82  0.386
C: 0.65 -5.55 -3.96  -1.598
C: -0.21 -1.05 4.01  1.179
O: 0.71 -4.72 0.77  -0.283
C: -1.16 1.66 -0.73  -1.812
C: 4.53 4.27 -3.97  -0.707
H: -3.00 -3.01 5.85  0.321
N: -2.56 -0.33 -0.19  -0.073
H: 5.12 1.61 -1.24  0.299
H: 0.39 -6.55 -3.61  0.326
C: 2.74 -2.52 -1.76  -0.122
C: 2.26 5.60 -1.22  -1.107
H: 0.41 -3.49 -3.33  0.172
N: 2.41 1.05 -0.84  0.273
C: 2.41 3.35 -2.33  -0.384
P: -0.09 -4.01 -0.45  -0.228
H: 0.47 3.49 0.28  0.350
C: 0.92 -0.22 3.45  -0.814
H: 4.28 6.13 -2.92  0.315
O: 0.57 -4.77 -1.71  -0.280
N: 0.08 1.12 -0.84  0.780
H: 5.97 -1.63 -1.30  0.239
H: -1.59 6.03 -2.02  0.230
S: -2.46 0.09 1.40  1.041
N: -1.49 -1.31 1.89  0.279
H: -0.63 7.93 -0.37  0.320
H: 4.81 1.18 0.45  0.336
C: -2.93 2.99 0.55  -0.257
C: -2.35 -5.78 1.65  -1.556
C: 1.91 -4.12 1.26  0.345
H: -3.10 -5.61 2.42  0.412
C: -0.50 3.59 0.77  -0.943
H: 5.34 4.63 -4.59  0.363
H: 0.78 -1.03 5.89  0.311
C: 2.86 -0.26 -1.03  0.514
C: 5.13 0.78 -0.52  -1.635
H: -4.99 2.76 0.56  0.334
H: -3.32 -4.42 0.27  0.676
C: -2.21 -2.46 5.35  -0.949
C: -4.25 2.17 -1.39  -1.063
H: 0.25 -5.42 -4.97  0.422
Rh: 0.02 -1.54 -0.68  2.379
C: -2.95 -2.18 -1.80  0.343
O: -3.79 -0.05 2.03  -0.917
C: 2.05 -1.37 -1.35  -0.410
H: -0.95 7.66 1.35  0.404
C: -1.25 7.38 0.34  -1.798
H: 2.23 5.14 -0.22  0.198

***

2.
Below is a structure of composition C32H40BrN8O5SSiTl in a non-equilibrium geometry, with properties calculated with ωB97M-V with the def2-TZVPD basis set.

Computed properties:
Total charge: -2
Electronic energy in eV: -149441.60267
F_max in eV/Å: 4.50
Gap between HOMO and LUMO (spin up / spin down) in eV: 2.3 / 2.4
E_LUMO (spin up / spin down) in eV: 3.6130 / 3.6129

Last column: Mulliken charge in e.
Cartesian coordinates (Å):
H: 2.43 2.64 -1.19  -0.040
C: -3.78 5.28 -2.71  0.102
C: -0.12 -2.06 2.04  -1.384
C: -2.70 -3.85 -3.01  -1.577
H: -3.90 -1.36 -3.72  0.420
C: -3.01 5.47 -1.52  -0.007
H: 1.79 -4.00 -5.51  0.469
S: 1.13 -0.02 -2.24  -0.382
H: 2.95 2.15 5.31  0.205
H: -3.78 -4.05 -3.03  0.386
H: 2.64 -3.12 0.26  0.149
H: 4.33 5.87 3.27  0.227
N: 2.81 2.20 4.30  -0.499
H: 0.97 -5.64 -2.64  0.296
H: 2.40 -3.31 2.07  0.401
N: -3.83 6.90 0.49  -0.575
H: -3.32 0.07 0.67  0.128
C: 2.11 -2.70 1.14  -1.292
C: 4.01 3.94 0.46  -0.507
C: 1.68 1.62 3.79  0.706
C: 1.31 -3.70 -4.60  -1.413
C: 1.81 4.72 1.24  -0.221
C: -2.39 -2.42 -2.66  1.983
C: -0.59 0.90 4.34  0.046
H: 0.76 4.84 1.05  0.440
O: 1.62 1.33 2.58  -0.390
O: 1.61 -3.26 -2.20  0.289
C: -3.62 0.73 1.48  -0.153
H: 5.69 4.73 1.44  0.330
C: 2.68 0.06 -2.01  0.608
H: 2.45 -6.12 -3.61  0.494
N: 1.93 3.42 -0.78  -0.316
N: -4.43 5.16 -3.68  -0.569
C: 0.58 1.50 4.71  0.324
C: 3.86 5.30 2.40  -0.396
H: 1.82 6.04 2.88  0.307
H: 4.13 -4.04 -4.22  0.462
C: -4.33 2.46 3.46  -0.462
C: 0.71 2.15 5.94  -0.256
C: 2.11 -4.03 -3.33  1.598
C: -3.46 6.28 -0.43  0.092
H: 4.03 -3.53 -2.52  0.208
C: -1.77 4.85 -1.42  0.464
H: -1.21 -2.12 1.98  0.269
C: -4.94 1.24 3.36  0.310
H: -2.73 3.69 2.47  0.392
H: -2.42 -0.40 -3.56  0.309
C: 0.29 -4.26 0.64  -1.603
H: 4.57 3.33 -0.25  0.363
Tl: 0.02 1.77 0.77  0.506
H: -4.76 3.17 4.21  0.349
H: -2.20 -4.47 -2.30  0.292
C: -3.31 2.74 2.55  -0.325
N: -2.96 1.89 1.62  -0.094
H: 0.31 -4.84 1.57  0.488
H: 0.18 -2.68 2.92  0.465
H: -2.54 -1.80 -4.73  0.371
H: 1.01 3.69 -1.16  0.510
C: -4.60 0.31 2.36  -0.358
H: 1.05 -4.72 0.03  0.287
C: 3.51 -3.51 -3.53  -1.537
H: -5.10 -0.66 2.39  0.428
C: 4.60 4.64 1.43  -0.397
Si: 0.43 -2.20 -1.86  -1.442
H: -0.71 -4.38 0.17  0.172
O: -0.89 -2.31 -2.71  0.516
H: 3.43 -2.48 -3.89  0.364
N: -1.58 0.42 3.94  -0.500
O: 0.25 -2.12 -0.26  -0.088
O: 3.76 0.24 -1.59  -0.727
Br: -6.31 0.72 4.54  -0.222
H: -2.54 -2.88 -0.57  0.109
H: 3.63 2.07 3.74  0.282
C: 2.03 -5.50 -2.83  -1.544
N: -0.68 4.39 -1.41  -0.676
C: 2.48 5.41 2.24  -0.554
C: -2.79 -1.43 -3.74  -1.742
H: 0.16 -1.00 2.11  -0.054
H: -3.90 -1.84 -1.08  0.554
N: 0.81 2.55 7.04  -0.672
H: 0.31 -4.11 -4.57  0.204
C: 2.57 4.03 0.26  0.474
H: -2.26 -4.10 -4.02  0.282
H: 2.65 -5.60 -1.93  0.215
H: 2.40 -1.63 1.31  0.206
H: -2.27 -1.18 -0.97  0.217
C: 0.61 -2.81 0.94  1.868
H: 1.14 -2.58 -4.70  0.286
C: -2.83 -2.05 -1.25  -1.250

***

3.
Below is a cluster of 2 separate species, C4H12 in total in a non-equilibrium geometry, with properties calculated with ωB97M-V with the def2-TZVPD basis set.

Computed properties:
SMILES: CC.CC
Electronic energy in eV: -4342.12295
F_max in eV/Å: 1.84
Gap between HOMO and LUMO in eV: 12.9
E_LUMO in eV: 1.1523

Last column: natural (NBO) charge in e.
Cartesian coordinates (Å):
C: -1.07 -1.42 -0.09  -0.610
H: 0.57 1.50 -1.66  0.207
H: -1.47 -1.54 1.93  0.204
H: 1.51 0.87 0.87  0.199
C: 1.12 2.04 -0.89  -0.613
H: -0.69 -2.37 -0.46  0.200
H: 3.01 1.46 0.13  0.207
H: 1.69 2.84 -1.34  0.205
H: -1.56 -0.93 -0.94  0.203
C: -2.10 -1.68 1.06  -0.612
H: -2.86 -0.88 1.04  0.203
H: 0.43 2.47 -0.15  0.203
H: -2.54 -2.66 1.00  0.207
H: 2.11 0.06 -0.58  0.205
C: 2.02 1.05 -0.09  -0.613
H: -0.18 -0.93 0.26  0.204

***

4.
Below is a structure of composition C4H16FN3OSSi2, with properties calculated with ωB97M-V with the def2-TZVPD basis set.

Computed properties:
Electronic energy in eV: -40236.60497
F_max in eV/Å: 0.36
Gap between HOMO and LUMO in eV: 10.0
E_LUMO in eV: 0.6559

Last column: natural (NBO) charge in e.
Cartesian coordinates (Å):
C: -0.85 -0.95 1.20  -0.249
O: -1.23 -0.25 -1.61  -1.256
H: -1.63 -2.56 2.36  0.245
C: 1.87 1.09 -0.18  0.421
H: -2.55 1.44 -0.18  -0.215
H: 1.88 -0.47 -1.68  0.271
H: -2.87 -1.39 1.88  0.218
H: -1.28 -3.19 -1.52  0.153
C: 1.56 -0.36 -0.65  -0.961
H: 2.19 -1.04 -0.06  0.267
N: 0.60 1.83 -0.08  -0.872
H: 0.80 2.82 0.02  0.362
C: -1.98 -1.92 1.55  -0.657
S: 0.02 -3.03 -1.22  -0.448
N: 2.63 0.98 1.07  -0.849
H: 3.50 2.24 -0.70  0.370
Si: -0.18 -1.00 -0.59  1.776
H: -3.70 -0.48 -1.03  -0.212
H: 2.20 2.41 -1.72  0.369
H: -3.02 1.28 -2.54  -0.190
H: -2.25 -2.56 0.71  0.214
H: 2.88 1.91 1.39  0.349
N: 2.72 1.77 -1.14  -0.853
Si: -2.65 0.52 -1.33  1.239
H: 0.10 1.55 0.76  0.354
H: 2.07 0.54 1.79  0.371
F: 0.31 -1.25 1.99  -0.398
H: -1.14 0.06 1.51  0.180

***

5.
Below is an isolated molecule of C4H5Br2N in a non-equilibrium geometry, with properties calculated with ωB97M-V with the def2-TZVPD basis set.

Computed properties:
SMILES: C=C(Br)/C(Br)=N/C
Electronic energy in eV: -145802.00363
F_max in eV/Å: 4.26
Gap between HOMO and LUMO in eV: 9.7
E_LUMO in eV: 0.0351

Last column: natural (NBO) charge in e.
Cartesian coordinates (Å):
Br: 3.89 -0.95 -0.19  0.112
C: 2.07 -0.96 0.25  -0.199
N: 0.15 0.31 -0.37  -0.395
C: 1.29 0.25 -0.03  0.302
H: -0.70 2.20 0.23  0.219
Br: 2.38 1.96 0.15  -0.129
C: 1.56 -2.06 0.80  -0.330
H: -1.86 1.20 -0.47  0.211
C: -0.69 1.42 -0.55  -0.464
H: 0.54 -2.42 1.02  0.228
H: 2.06 -2.97 0.91  0.211
H: -0.47 2.05 -1.50  0.232

***

6.
Below is an isolated molecule of C4H9NO2, with properties calculated with ωB97M-V with the def2-TZVPD basis set.

Computed properties:
SMILES: NC(=O)CCCO
Electronic energy in eV: -9879.49688
F_max in eV/Å: 0.38
Gap between HOMO and LUMO in eV: 10.0
E_LUMO in eV: 0.5843

Last column: natural (NBO) charge in e.
Cartesian coordinates (Å):
H: -0.06 -2.30 0.28  0.241
H: -0.38 2.65 -0.78  0.481
H: -1.90 -1.07 -0.46  0.221
H: 2.30 0.66 1.69  0.398
H: -2.09 1.08 -1.25  0.170
H: 0.54 -1.43 -1.10  0.225
H: 0.82 1.11 0.87  0.422
C: 0.18 -1.29 -0.07  -0.504
C: -1.09 -0.44 -0.08  -0.434
O: -0.51 1.90 -0.19  -0.743
H: -0.48 0.64 -1.85  0.164
H: -1.38 -0.15 0.94  0.222
C: 1.40 -0.89 0.76  0.673
N: 1.45 0.39 1.21  -0.840
O: 2.27 -1.71 1.00  -0.632
C: -1.07 0.82 -0.94  -0.064

***

Among the records above, which one has the lowest F_max?
C4H16FN3OSSi2

***

The highest F_max belongs to which entry?
C32H40BrN8O5SSiTl

***

What is the electronic energy in the fourth record?
-40236.60497 eV